(1)
# C4H10N2O2

2 unconnected molecules or ions with the total composition C4H10N2O2 at a distorted geometry (the ωB97M-V functional and the def2-TZVPD basis, the Open Molecules 2025 dataset).

Structure (XYZ):
```
18
Properties=species:S:1:pos:R:3
C -0.691 -1.315 3.178
C -0.621 -0.752 1.769
N -0.714 0.636 1.635
O -0.290 -1.457 0.838
H -1.485 -2.000 3.179
H -0.902 -0.603 4.061
H 0.294 -1.747 3.369
H -0.289 0.871 0.663
H -0.460 1.407 2.498
C 0.786 1.502 -3.063
C 0.526 0.665 -1.802
N 0.854 -0.658 -1.715
O -0.064 1.325 -0.887
H 1.413 0.798 -3.735
H 1.386 2.485 -2.916
H -0.364 1.625 -3.314
H 0.733 -1.126 -0.886
H 1.523 -1.096 -2.459
```

Output
SMILES string   CC(N)=O.CC(N)=O
HOMO energy   -9.37 eV
Charge   0
LUMO energy   0.79 eV

natural (NBO) population analysis, charges in e, atoms 1 to 8:
1. C -0.71
2. C 0.69
3. N -0.88
4. O -0.67
5. H 0.23
6. H 0.21
7. H 0.24
8. H 0.44

(2)
# C4H10N2O2

2 unconnected molecules or ions with the total composition C4H10N2O2 at a distorted geometry (the ωB97M-V functional and the def2-TZVPD basis, the Open Molecules 2025 dataset).

Structure (XYZ):
```
18
Properties=species:S:1:pos:R:3
O -2.621 -0.194 1.172
C -1.541 0.195 0.560
N -1.257 -0.738 -0.635
C -0.388 -0.262 -1.611
C -0.199 0.373 1.391
N 0.527 -0.852 1.663
C 1.487 -1.206 0.848
O 2.103 1.335 -0.248
H -2.156 -1.147 -0.960
H -0.367 0.873 -1.747
H 0.670 -0.287 -1.216
H -0.592 -0.605 -2.609
H -0.351 0.951 2.275
H 0.498 0.904 0.715
H -1.717 1.302 0.120
H 2.310 -0.467 0.572
H 1.618 -2.255 0.602
H 1.976 2.080 -0.892
```

Output
HOMO energy   -8.82 eV
Charge   0
LUMO energy   -4.27 eV

natural (NBO) population analysis, charges in e, atoms 1 to 8:
1. O -0.47
2. C 0.24
3. N -0.59
4. C -0.45
5. C -0.24
6. N -0.28
7. C 0.06
8. O -1.00

(3)
# C4H10N2O2

A molecular structure, C4H10N2O2 at a distorted geometry (the ωB97M-V functional and the def2-TZVPD basis, the Open Molecules 2025 dataset).

Structure (XYZ):
```
18
Properties=species:S:1:pos:R:3
C 1.572 -0.799 -0.953
C 0.353 0.059 -0.804
C -0.790 -0.934 0.431
C -2.116 -0.836 0.296
O -0.194 -2.031 1.011
O -0.223 0.602 -1.713
H -0.865 -2.654 1.329
H 2.001 -0.999 0.027
H 1.300 -1.750 -1.404
H 2.296 -0.285 -1.590
H -2.537 0.012 -0.224
H -2.813 -1.526 0.766
N 0.736 1.280 0.572
N 0.225 2.566 0.244
H 0.055 2.574 -0.761
H -0.683 2.686 0.694
H 1.667 1.374 0.975
H 0.015 0.662 1.105
```

Output
HOMO energy   -8.59 eV
Charge   0
LUMO energy   0.73 eV

natural (NBO) population analysis, charges in e, atoms 1 to 8:
1. C -0.71
2. C 0.62
3. C 0.13
4. C -0.55
5. O -0.72
6. O -0.66
7. H 0.47
8. H 0.22

(4)
# C4H10N2O2

3 unconnected molecules or ions with the total composition C4H10N2O2 at a distorted geometry (the ωB97M-V functional and the def2-TZVPD basis, the Open Molecules 2025 dataset).

Structure (XYZ):
```
18
Properties=species:S:1:pos:R:3
C -0.854 1.376 -1.942
C 0.208 0.374 -1.271
C 1.626 0.411 -1.536
N 1.754 0.872 -0.007
C 0.312 0.683 0.374
N -0.549 -0.291 -0.160
H -0.764 2.469 -1.650
H -0.572 1.113 -3.006
H -1.847 0.942 -1.650
H 2.425 0.977 -1.813
H 2.318 0.229 0.695
H 0.049 1.045 1.380
H -1.726 -0.546 2.768
H -0.680 -1.707 1.912
O -0.778 -0.575 2.626
H 0.034 -3.312 1.645
H -0.253 -1.333 0.155
O -0.704 -2.728 1.479
```

Output
HOMO energy   -8.41 eV
Charge   0
LUMO energy   -3.38 eV

natural (NBO) population analysis, charges in e, atoms 1 to 8:
1. C -0.65
2. C 0.07
3. C 0.05
4. N -0.61
5. C 0.35
6. N -0.56
7. H 0.24
8. H 0.23

(5)
# C4H10N2O2

C4H10N2O2 in the gas phase at a distorted geometry (the ωB97M-V functional and the def2-TZVPD basis, the Open Molecules 2025 dataset).

Structure (XYZ):
```
18
Properties=species:S:1:pos:R:3
N -2.520 -1.722 0.880
C -1.898 -0.508 0.293
N -0.455 -0.406 0.652
C 0.401 -0.090 -0.534
C 1.840 -0.536 -0.045
O 2.954 -0.241 -0.334
C 0.211 1.348 -0.991
O 0.073 2.387 -0.047
H -2.158 -2.598 0.275
H -2.278 -1.990 1.797
H -2.435 0.322 0.743
H -2.024 -0.520 -0.806
H -0.211 -1.253 1.253
H 0.187 -0.833 -1.455
H 1.565 -1.541 0.389
H 1.211 1.494 -1.471
H -0.726 1.504 -1.643
H 0.155 1.861 0.897
```

Output
SMILES string   NCN[C@H](C=O)CO
HOMO energy   -9.47 eV
Charge   0
LUMO energy   0.52 eV

natural (NBO) population analysis, charges in e, atoms 1 to 8:
1. N -0.83
2. C -0.05
3. N -0.69
4. C -0.17
5. C 0.46
6. O -0.48
7. C -0.10
8. O -0.71

(6)
# C4H10N2O2

C4H10N2O2 in the gas phase at a distorted geometry (the ωB97M-V functional and the def2-TZVPD basis, the Open Molecules 2025 dataset).

Structure (XYZ):
```
18
Properties=species:S:1:pos:R:3
C 1.237 1.497 -0.193
C 0.444 0.471 0.613
C -1.075 0.689 0.405
N -1.971 -0.366 0.724
O -2.026 -1.119 -0.668
C 0.784 -0.991 0.333
N 1.381 -1.279 -0.846
O 0.558 -1.846 1.169
H 1.009 2.500 0.165
H 2.308 1.332 -0.088
H 0.979 1.466 -1.251
H 0.659 0.609 1.678
H -1.417 1.608 0.887
H -1.300 0.641 -0.729
H -1.527 -1.067 1.327
H -2.961 -1.280 -0.857
H 1.501 -2.253 -1.073
H 1.416 -0.613 -1.596
```

Output
SMILES string   C[C@@H](CNO)C(N)=O
HOMO energy   -9.43 eV
Charge   0
LUMO energy   0.87 eV

natural (NBO) population analysis, charges in e, atoms 1 to 8:
1. C -0.61
2. C -0.34
3. C -0.27
4. N -0.32
5. O -0.66
6. C 0.69
7. N -0.82
8. O -0.64

(7)
# C4H10N2O2

2 unconnected molecules or ions with the total composition C4H10N2O2 at a distorted geometry (the ωB97M-V functional and the def2-TZVPD basis, the Open Molecules 2025 dataset).

Structure (XYZ):
```
18
Properties=species:S:1:pos:R:3
C -0.173 2.208 -0.908
C 0.313 2.585 0.464
N 0.784 1.530 1.294
O 0.024 3.650 0.945
H -0.541 1.191 -1.056
H 0.599 2.351 -1.732
H -1.020 2.877 -1.147
H 1.233 1.697 2.170
H 0.837 0.577 0.956
C -1.113 -2.672 -0.015
C 0.370 -2.425 0.070
N 0.734 -0.988 -0.060
O 1.152 -3.276 0.263
H -1.306 -3.717 0.105
H -1.528 -2.381 -0.991
H -1.770 -2.135 0.696
H 1.425 -0.709 -0.769
H -0.020 -0.362 -0.285
```

Output
SMILES string   CC(N)=O.CC(N)=O
HOMO energy   -9.90 eV
Charge   0
LUMO energy   0.44 eV

natural (NBO) population analysis, charges in e, atoms 1 to 8:
1. C -0.72
2. C 0.67
3. N -0.87
4. O -0.59
5. H 0.20
6. H 0.24
7. H 0.25
8. H 0.40

(8)
# C4H10N2O2

C4H10N2O2 in the gas phase at a distorted geometry (the ωB97M-V functional and the def2-TZVPD basis, the Open Molecules 2025 dataset).

Structure (XYZ):
```
18
Properties=species:S:1:pos:R:3
C 1.329 1.471 -1.529
N 1.126 1.587 -0.028
C 0.031 0.986 0.629
O -0.414 1.403 1.681
C -0.732 -0.266 0.171
N -0.272 -0.891 -1.060
C -0.615 -1.115 1.474
O -1.666 -2.135 1.105
H 0.469 1.898 -1.975
H 1.436 0.494 -1.959
H 2.245 2.136 -1.736
H 1.701 2.257 0.335
H -1.842 0.012 -0.144
H 0.364 -1.651 -1.063
H -1.040 -1.026 -1.720
H 0.322 -1.597 1.699
H -1.029 -0.636 2.384
H -1.411 -2.929 1.736
```

Output
SMILES string   CNC(=O)[C@@H](N)CO
HOMO energy   -8.86 eV
Charge   0
LUMO energy   0.83 eV

natural (NBO) population analysis, charges in e, atoms 1 to 8:
1. C -0.40
2. N -0.63
3. C 0.65
4. O -0.62
5. C -0.14
6. N -0.86
7. C -0.09
8. O -0.74

(9)
# C4H10N2O2

2 unconnected molecules or ions with the total composition C4H10N2O2 at a distorted geometry (the ωB97M-V functional and the def2-TZVPD basis, the Open Molecules 2025 dataset).

Structure (XYZ):
```
18
Properties=species:S:1:pos:R:3
C 1.444 -1.262 -0.297
C -1.262 -0.552 1.031
C -0.594 1.688 0.391
C 0.488 -0.096 -0.571
N -0.118 -0.249 -1.803
N -0.171 0.315 0.580
O 1.911 -1.389 0.940
O 1.754 -2.013 -1.174
H -1.907 -0.997 0.364
H -0.764 -1.386 1.389
H -1.787 -0.175 1.908
H -1.113 1.994 1.198
H 0.187 2.321 0.429
H -1.300 1.856 -0.413
H 1.836 1.111 -0.610
H 0.276 -1.010 -2.341
H -0.217 0.600 -2.402
H 1.336 -0.756 1.381
```

Output
HOMO energy (spin up / spin down)   -6.53 / -9.79 eV
Charge   0
LUMO energy (spin up / spin down)   0.81 / -2.22 eV
Multiplicity   3

natural (NBO) population analysis, charges in e, atoms 1 to 8:
1. C 0.69
2. C -0.42
3. C -0.41
4. C 0.19
5. N -0.77
6. N -0.49
7. O -0.65
8. O -0.60

(10)
# C4H10N2O2P

A gas-phase ion, C4H10N2O2P (charge -1) at a distorted geometry (the ωB97M-V functional and the def2-TZVPD basis, the Open Molecules 2025 dataset).

Structure (XYZ):
```
19
Properties=species:S:1:pos:R:3
C 0.597 -0.597 -0.304
C 0.363 0.787 0.451
C -0.383 -1.663 0.205
C -1.029 1.319 -0.105
N 1.951 -1.060 0.089
N 1.442 1.772 0.425
O 3.809 0.290 -1.501
O 4.106 -0.033 1.131
P 3.309 0.083 -0.104
H 0.475 -0.507 -1.456
H 0.299 0.476 1.553
H -0.244 -1.917 1.241
H -0.222 -2.474 -0.556
H -1.485 -1.306 0.238
H -1.395 2.315 0.000
H -1.754 0.742 0.480
H -1.010 1.100 -1.169
H 2.025 -1.217 1.127
H 1.504 2.349 -0.437
```

Output
HOMO energy   -3.75 eV
Charge   -1
LUMO energy   3.72 eV

natural (NBO) population analysis, charges in e, atoms 1 to 8:
1. C -0.06
2. C -0.05
3. C -0.63
4. C -0.64
5. N -0.97
6. N -0.97
7. O -1.11
8. O -1.13

(11)
# C4H10N2O3

2 unconnected molecules or ions with the total composition C4H10N2O3 at a distorted geometry (the ωB97M-V functional and the def2-TZVPD basis, the Open Molecules 2025 dataset).

Structure (XYZ):
```
19
Properties=species:S:1:pos:R:3
N -1.166 1.676 -1.331
N -0.365 0.525 -1.074
C 1.037 0.690 -0.878
O 1.499 1.729 -0.455
O 1.749 -0.214 -1.610
H -1.074 1.925 -2.316
H -0.762 2.431 -0.778
H -0.675 -0.295 -1.592
H 2.686 0.009 -1.510
C 0.746 -1.666 0.762
C -0.801 -0.782 0.527
C -1.006 0.130 1.705
O -1.647 -1.391 -0.081
H 1.727 -1.219 0.921
H 0.752 -2.470 0.028
H 0.479 -2.118 1.715
H -1.308 -0.477 2.555
H -0.087 0.660 1.946
H -1.782 0.858 1.466
```

Output
SMILES string   NNC(=O)O.CC(C)=O
HOMO energy   -8.95 eV
Charge   0
LUMO energy   0.53 eV

natural (NBO) population analysis, charges in e, atoms 1 to 8:
1. N -0.63
2. N -0.49
3. C 0.89
4. O -0.62
5. O -0.68
6. H 0.35
7. H 0.38
8. H 0.43

(12)
# C4H10N2O3

A molecular structure, C4H10N2O3 at a distorted geometry (the ωB97M-V functional and the def2-TZVPD basis, the Open Molecules 2025 dataset).

Structure (XYZ):
```
19
Properties=species:S:1:pos:R:3
C 2.375 0.797 -0.280
C 0.974 0.784 0.270
O -0.004 1.162 -0.941
O 0.644 1.260 1.346
H -0.464 1.946 -0.603
H 3.037 0.345 0.459
H 2.443 0.238 -1.210
H 2.682 1.829 -0.452
C -2.194 0.001 0.277
C -1.237 -0.430 -0.770
N 0.557 -1.550 1.293
O 0.399 -0.820 0.077
N -1.404 -1.109 -1.777
H 0.086 -2.430 1.104
H 0.046 -1.015 1.998
H -0.602 -1.344 -2.349
H -1.681 0.442 1.128
H -2.796 -0.855 0.584
H -2.861 0.751 -0.154
```

Output
HOMO energy   -9.19 eV
Charge   0
LUMO energy   0.67 eV

natural (NBO) population analysis, charges in e, atoms 1 to 8:
1. C -0.69
2. C 0.83
3. O -0.77
4. O -0.72
5. H 0.49
6. H 0.24
7. H 0.23
8. H 0.23

(13)
# C4H10N2O4

2 unconnected molecules or ions with the total composition C4H10N2O4 at a distorted geometry (the ωB97M-V functional and the def2-TZVPD basis, the Open Molecules 2025 dataset).

Structure (XYZ):
```
20
Properties=species:S:1:pos:R:3
N 1.936 3.457 2.704
C 1.502 2.757 3.948
O 0.392 2.876 4.438
C 2.700 2.313 4.789
N 2.376 1.323 5.779
C 2.140 0.049 5.454
O 2.202 -0.374 4.297
C 1.938 -0.935 6.593
O 1.714 -2.218 6.091
H 1.292 4.140 2.327
H 2.913 3.570 2.466
H 3.482 1.938 4.114
H 3.120 3.192 5.295
H 2.304 1.604 6.748
H 2.832 -0.914 7.240
H 1.084 -0.595 7.202
H 1.815 -2.160 5.128
O 1.165 0.831 2.074
H 1.631 1.746 1.788
H 1.747 0.422 2.741
```

Output
SMILES string   NC(=O)CNC(=O)CO.O
HOMO energy   -10.10 eV
Charge   0
LUMO energy   0.30 eV

natural (NBO) population analysis, charges in e, atoms 1 to 8:
1. N -0.91
2. C 0.71
3. O -0.55
4. C -0.33
5. N -0.59
6. C 0.67
7. O -0.67
8. C -0.15

(14)
# C4H10N2OS

C4H10N2OS in the gas phase at a distorted geometry (the ωB97M-V functional and the def2-TZVPD basis, the Open Molecules 2025 dataset).

Structure (XYZ):
```
18
Properties=species:S:1:pos:R:3
C -1.911 0.735 1.068
C -1.202 0.784 -0.287
C -0.526 2.155 -0.729
N -0.052 -0.290 -0.297
S -0.627 -1.858 -0.535
C 0.899 -0.336 0.827
N 2.137 -0.077 0.876
O 2.518 0.532 -0.397
H -1.313 1.415 1.767
H -1.898 -0.362 1.507
H -3.195 0.990 0.992
H -1.877 0.445 -1.020
H -0.076 2.528 0.225
H 0.330 2.255 -1.569
H -1.320 2.926 -1.056
H -1.258 -1.944 0.730
H 0.543 -0.688 1.735
H 1.782 0.453 -0.902
```

Output
SMILES string   CC(C)N(S)/C=N\O
HOMO energy   -9.63 eV
Charge   0
LUMO energy   0.59 eV

natural (NBO) population analysis, charges in e, atoms 1 to 8:
1. C -0.64
2. C -0.05
3. C -0.65
4. N -0.66
5. S 0.23
6. C 0.15
7. N -0.07
8. O -0.57

For reference, total energy by record: -418.3880 -418.0554 -418.2658 -417.9952 -418.3055 -418.3463 -418.4101 -418.3400 -418.1893 -759.8213 -493.5691 -493.4959 -568.8970 -741.1841 Ha.